Record 1
Molecular formula: C6H11N
Method: DFT, the ωB97M-V functional and the def2-TZVPD basis

Geometry as XYZ:
```
18
Properties=species:S:1:pos:R:3:mulliken_spin:R:1
N 0.737 1.969 -0.874 0.249
C 0.739 0.635 -0.467 0.185
C -0.210 -1.384 0.467 -0.015
C -0.391 0.002 -0.023 0.220
C -1.236 -2.146 0.912 0.279
C -1.766 0.514 0.150 0.023
C 2.171 0.144 -0.389 -0.012
H 2.252 -0.415 0.563 0.013
H -2.211 0.325 1.133 0.000
H 1.210 2.154 -1.748 -0.001
H 2.676 -0.556 -1.050 0.008
H 2.821 1.003 -0.167 0.000
H -0.061 2.535 -0.636 -0.012
H -2.506 0.250 -0.611 0.017
H -1.749 1.598 0.065 0.005
H -2.270 -1.875 0.775 0.023
H 0.822 -1.691 0.477 0.008
H -1.028 -3.063 1.423 0.007
```

Values from the calculation:
* LUMO energy (spin up / spin down): -4.01 / -7.05 eV
* expectation value of S²: 0.78
* molecular weight: 97.16 u
* multiplicity: 2
* energy relative to the best compared isomer or geometry (same formula, charge and spin): 12.6 kcal per mole
* net charge: +1

---

Record 2
Molecular formula: C6H11N2O
Method: DFT, the ωB97M-V functional and the def2-TZVPD basis

Geometry as XYZ:
```
20
Properties=species:S:1:pos:R:3:nbo_charge:R:1
O 1.731 2.168 -0.911 -0.580
N 1.022 0.027 -0.472 -0.386
N -0.676 1.888 -0.312 -0.686
C -1.954 0.624 2.127 -0.220
C 1.924 0.891 -0.884 0.540
C -0.401 0.810 0.260 0.547
C -0.284 -1.870 -1.094 -0.642
C -0.808 0.181 1.522 -0.388
C 1.000 -1.406 -0.558 -0.224
H -1.430 2.544 0.123 0.436
H -0.199 -0.574 2.056 0.270
H -0.289 -1.734 -2.171 0.241
H 1.919 -1.574 -1.212 0.230
H 0.682 2.227 -0.642 0.488
H 2.856 0.485 -1.295 0.204
H -0.238 -3.023 -1.045 0.256
H 1.351 -1.686 0.433 0.218
H -1.168 -1.447 -0.659 0.226
H -2.305 0.085 3.045 0.245
H -2.732 1.384 1.689 0.225
```

Values from the calculation:
* LUMO energy: -4.76 eV
* molecular weight: 127.17 u
* multiplicity: 1
* energy relative to the best compared isomer or geometry (same formula, charge and spin): 78.8 kcal per mole
* net charge: +1

---

Record 3
Molecular formula: C6H11N2O2
Method: DFT, the ωB97M-V functional and the def2-TZVPD basis

Geometry as XYZ:
```
21
Properties=species:S:1:pos:R:3:nbo_charge:R:1
O -0.597 -0.440 -2.639 -0.747
O -0.032 1.708 -2.091 -0.744
N 1.633 1.256 0.135 -0.305
N 0.378 -0.056 -0.736 -0.328
C -1.328 -1.665 -0.121 -0.627
C -0.473 -0.506 0.334 0.080
C 2.512 1.475 -0.647 -0.117
C 0.465 -0.881 1.517 -0.600
C -1.319 0.662 0.821 -0.643
C -0.200 0.513 -1.933 0.824
H 1.306 -1.491 1.289 0.202
H -0.689 -2.322 -0.685 0.225
H -1.545 0.689 1.894 0.189
H 0.891 -0.018 1.904 0.222
H 2.657 0.951 -1.697 0.158
H -0.008 -1.370 2.355 0.178
H -2.351 0.783 0.356 0.197
H -1.876 -2.013 0.631 0.189
H -1.814 -1.113 -0.918 0.248
H 3.216 2.216 -0.380 0.155
H -0.826 1.624 0.610 0.246
```

Values from the calculation:
* LUMO energy: 3.76 eV
* molecular weight: 143.17 u
* multiplicity: 1
* energy relative to the best compared isomer or geometry (same formula, charge and spin): 38.4 kcal per mole
* net charge: -1

---

Record 4
Molecular formula: C6H11N2O2
Method: DFT, the ωB97M-V functional and the def2-TZVPD basis

Geometry as XYZ:
```
21
Properties=species:S:1:pos:R:3:nbo_charge:R:1
O -2.161 -0.604 -0.210 -0.592
O -1.820 2.078 0.016 -0.375
N -4.447 -0.547 -0.619 -0.705
N 1.035 0.100 0.138 -0.214
C -0.869 1.517 0.369 0.750
C -3.301 -0.550 -0.272 0.887
C 0.820 -1.309 0.658 -0.390
C 2.505 0.436 0.341 -0.418
C 0.535 0.110 -1.253 -0.464
C 0.127 0.862 0.924 -0.399
H 0.209 -1.827 -0.056 0.237
H 2.746 0.449 1.464 0.246
H -0.533 -0.308 -1.233 0.287
H 0.360 0.973 1.951 0.279
H 0.680 1.141 -1.673 0.245
H 2.770 1.422 -0.108 0.247
H 1.732 -1.848 0.734 0.228
H 1.209 -0.628 -1.862 0.249
H -5.106 0.096 -0.790 0.425
H 3.190 -0.293 -0.087 0.243
H 0.320 -1.270 1.569 0.234
```

Values from the calculation:
* LUMO energy: -3.72 eV
* molecular weight: 143.17 u
* multiplicity: 1
* energy relative to the best compared isomer or geometry (same formula, charge and spin): 88.7 kcal per mole
* net charge: +1

---

Record 5
Molecular formula: C6H11N2O3P
Method: DFT, the ωB97M-V functional and the def2-TZVPD basis

Geometry as XYZ:
```
23
Properties=species:S:1:pos:R:3:nbo_charge:R:1
P 0.268 0.451 -1.893 2.284
O -0.112 -3.285 -1.575 -0.616
O 0.547 1.054 -3.320 -0.938
O 2.088 0.899 -1.032 -0.765
N 0.456 -1.184 -1.938 -0.982
N -1.086 0.828 -1.091 -0.965
C -1.794 -0.223 -0.675 0.285
C 2.455 0.089 0.004 -0.050
C 1.430 0.283 1.150 -0.640
C -1.605 -1.581 -0.805 -0.468
C -0.444 -2.109 -1.456 0.632
C -2.965 0.244 0.199 -0.636
H 2.560 -1.049 -0.276 0.155
H -2.326 -2.405 -0.474 0.251
H -3.522 0.949 -0.407 0.223
H 0.586 -0.238 0.953 0.201
H 1.323 1.510 -3.422 0.527
H 1.300 -1.585 -2.249 0.441
H 1.943 -0.024 2.038 0.213
H -3.680 -0.523 0.381 0.217
H -2.569 0.749 1.087 0.231
H 3.587 0.506 0.282 0.187
H 1.127 1.298 1.236 0.215
```

Values from the calculation:
* LUMO energy: 0.10 eV
* molecular weight: 190.14 u
* multiplicity: 1
* energy relative to the best compared isomer or geometry (same formula, charge and spin): 36.9 kcal per mole

---

Record 6
Molecular formula: C6H11N2OS
Method: DFT, the ωB97M-V functional and the def2-TZVPD basis

Geometry as XYZ:
```
21
Properties=species:S:1:pos:R:3:nbo_charge:R:1
S 1.271 3.330 -0.801 0.298
O -1.904 -1.087 1.777 -0.503
N -0.225 1.428 -2.133 -0.434
N 0.753 0.768 -1.245 -0.311
C 0.082 1.973 -0.849 -0.081
C -0.552 -0.780 1.818 -0.273
C -2.352 -2.332 1.241 -0.240
C 2.078 0.975 -1.676 -0.103
C 0.289 -1.117 0.769 0.085
C 2.525 2.233 -1.543 -0.289
H -0.039 -1.084 2.759 0.326
H -0.679 1.847 0.005 0.215
H -2.506 -2.184 0.146 0.193
H 2.732 0.244 -2.056 0.236
H -0.018 -1.731 -0.118 0.261
H 1.309 -0.731 0.907 0.246
H 3.402 2.608 -2.019 0.256
H -1.097 0.793 -2.261 0.378
H -0.472 0.344 2.015 0.338
H -3.160 -2.603 1.904 0.240
H -1.438 -2.896 1.358 0.164
```

Values from the calculation:
* LUMO energy (spin up / spin down): -6.70 / -6.70 eV
* molecular weight: 159.23 u
* multiplicity: 1
* energy relative to the best compared isomer or geometry (same formula, charge and spin): 160.6 kcal per mole
* net charge: +1

---

Record 7
Molecular formula: C6H11N2S
Method: DFT, the ωB97M-V functional and the def2-TZVPD basis

Geometry as XYZ:
```
20
Properties=species:S:1:pos:R:3:nbo_charge:R:1
S 3.686 -0.189 -0.407 0.242
N -2.014 -0.111 -0.749 -0.507
N 2.111 -0.082 0.233 -0.602
C 1.180 -1.350 0.271 0.081
C 1.272 1.109 0.179 -0.207
C -0.075 -0.918 0.294 -0.152
C -1.347 1.090 -0.214 -0.251
C -0.142 0.611 0.587 -0.258
C -1.459 -1.334 -0.094 -0.253
H -2.089 1.693 0.367 0.240
H -1.675 -2.205 -0.808 0.247
H -2.998 0.026 -0.419 0.460
H -1.876 -0.301 -1.740 0.455
H -2.039 -1.687 0.714 0.238
H 1.690 -2.307 0.228 0.249
H -1.020 1.854 -0.986 0.255
H 1.214 1.583 -0.824 0.192
H 1.686 1.694 0.983 0.227
H -0.223 0.702 1.580 0.228
H 4.116 0.123 0.804 0.117
```

Values from the calculation:
* LUMO energy: -3.51 eV
* molecular weight: 143.24 u
* multiplicity: 1
* energy relative to the best compared isomer or geometry (same formula, charge and spin): 84.7 kcal per mole
* net charge: +1

---

Record 8
Molecular formula: C6H11N2S
Method: DFT, the ωB97M-V functional and the def2-TZVPD basis

Geometry as XYZ:
```
20
Properties=species:S:1:pos:R:3:nbo_charge:R:1
S 2.757 0.891 -0.042 0.284
N 0.310 -0.280 0.093 -0.321
N 2.580 -1.788 0.417 -0.784
C 1.250 1.875 0.183 -0.608
C 0.092 0.992 0.220 0.378
C -0.871 -1.097 -0.033 -0.247
C -2.022 -0.088 0.311 -0.397
C 2.116 -0.784 -0.331 0.073
C -1.310 1.343 0.066 -0.484
H 2.638 -1.403 1.479 0.411
H -2.796 -0.276 -0.370 0.235
H 1.897 -0.972 -1.463 0.246
H -2.467 -0.279 1.356 0.241
H -1.612 1.819 -0.899 0.271
H -0.944 -1.539 -1.090 0.218
H 1.520 2.450 1.075 0.287
H -0.735 -1.960 0.522 0.223
H 1.071 2.751 -0.439 0.277
H -1.620 2.004 0.821 0.254
H 2.501 -2.800 0.423 0.445
```

Values from the calculation:
* LUMO energy: -3.63 eV
* molecular weight: 143.24 u
* multiplicity: 1
* energy relative to the best compared isomer or geometry (same formula, charge and spin): 58.5 kcal per mole
* net charge: +1

---

Record 9
Molecular formula: C6H11N2S
Method: DFT, the ωB97M-V functional and the def2-TZVPD basis

Geometry as XYZ:
```
20
Properties=species:S:1:pos:R:3:mulliken_spin:R:1
S 2.205 0.738 0.469 0.135
N 0.562 1.129 0.753 0.105
N -1.321 -2.003 1.295 0.322
C -1.427 2.252 0.279 0.004
C 1.076 -1.091 -1.356 0.350
C -0.434 -1.302 0.495 0.248
C 0.322 -1.868 -0.437 0.253
C 2.010 -0.086 -1.165 0.476
C 0.018 2.081 0.123 0.022
H -1.974 1.916 1.099 0.006
H 0.786 -1.370 -2.358 0.039
H 0.614 2.682 -0.602 -0.021
H 0.265 -2.925 -0.665 0.013
H 2.384 0.444 -1.981 0.011
H 2.262 -0.441 1.105 0.019
H -1.458 -2.919 0.993 -0.011
H -1.785 1.463 -0.550 0.001
H -1.781 3.100 -0.088 0.000
H -2.010 -1.513 1.895 -0.015
H -0.316 -0.287 0.699 0.042
```

Values from the calculation:
* LUMO energy (spin up / spin down): -3.25 / -6.54 eV
* expectation value of S²: 2.01
* molecular weight: 143.24 u
* multiplicity: 3
* energy relative to the best compared isomer or geometry (same formula, charge and spin): 65.6 kcal per mole
* net charge: +1

---

Record 10
Molecular formula: C6H11N3
Method: DFT, the ωB97M-V functional and the def2-TZVPD basis

Geometry as XYZ:
```
20
Properties=species:S:1:pos:R:3:nbo_charge:R:1
N 0.280 -0.416 0.482 -0.005
N 0.609 0.735 0.396 0.146
N 1.537 1.466 0.171 -0.204
C -1.011 -1.000 0.220 -0.067
C -1.200 -1.225 -1.228 -0.623
C 1.759 -1.824 -0.261 -0.208
C 1.427 2.848 0.551 -0.463
C 2.597 -2.414 -0.845 -0.405
C -2.049 -0.046 0.846 -0.607
H -2.584 0.636 0.084 0.216
H 3.476 -2.858 -1.278 0.225
H -0.946 -1.882 0.846 0.225
H -2.236 -1.346 -1.574 0.225
H -0.906 -0.268 -1.723 0.206
H 0.804 3.150 1.488 0.193
H 2.492 3.176 0.806 0.234
H -1.475 0.488 1.550 0.220
H -0.489 -1.854 -1.631 0.248
H 0.778 3.302 -0.215 0.221
H -2.862 -0.667 1.313 0.223
```

Values from the calculation:
* LUMO energy: -0.15 eV
* molecular weight: 125.17 u
* multiplicity: 1
* energy relative to the best compared isomer or geometry (same formula, charge and spin): 198.8 kcal per mole

---

Record 11
Molecular formula: C6H11N3
Method: DFT, the ωB97M-V functional and the def2-TZVPD basis

Geometry as XYZ:
```
20
Properties=species:S:1:pos:R:3:nbo_charge:R:1
N 2.141 0.182 1.237 -0.797
N 1.268 -1.293 -0.326 -0.806
N -0.515 -0.906 2.707 -0.368
C 0.035 1.090 -1.713 -0.630
C -2.087 -0.776 -0.374 -0.450
C -1.030 -0.446 1.789 0.283
C 1.287 -0.017 0.173 0.416
C -1.559 0.071 0.567 -0.302
C 0.450 0.981 -0.268 -0.381
H -1.935 1.083 0.646 0.242
H 0.454 -1.523 -0.882 0.393
H -0.432 0.164 -2.049 0.202
H -1.744 -1.800 -0.449 0.193
H 2.101 1.097 1.651 0.391
H 0.529 1.927 0.255 0.201
H 1.547 -2.030 0.307 0.389
H 0.886 1.316 -2.359 0.217
H 2.200 -0.566 1.915 0.384
H -2.900 -0.444 -1.000 0.212
H -0.695 1.890 -1.828 0.213
```

Values from the calculation:
* LUMO energy: 0.80 eV
* molecular weight: 125.17 u
* multiplicity: 1
* energy relative to the best compared isomer or geometry (same formula, charge and spin): 50.0 kcal per mole

---

Record 12
Molecular formula: C6H11N3
Method: DFT, the ωB97M-V functional and the def2-TZVPD basis

Geometry as XYZ:
```
20
Properties=species:S:1:pos:R:3:nbo_charge:R:1
N -0.832 -0.948 -0.047 -0.287
N 1.546 0.126 0.084 -0.272
N -0.465 1.399 -0.091 -0.152
C -1.831 1.276 0.065 -0.325
C -2.198 -0.261 0.136 -0.220
C -0.910 -2.214 -0.162 0.136
C 2.099 1.513 -0.093 -0.423
C 2.300 -0.895 0.163 0.136
C 0.168 0.061 -0.027 0.429
H 3.222 1.648 0.065 0.282
H 1.571 2.144 0.530 0.260
H -1.857 -2.697 -0.265 0.256
H -2.881 -0.476 -0.624 0.264
H -2.414 1.874 -0.818 0.310
H -0.036 -2.967 -0.063 0.248
H 2.075 -2.022 0.088 0.258
H 1.863 1.864 -1.146 0.275
H -2.223 1.870 0.833 0.303
H -2.557 -0.630 1.123 0.265
H 3.359 -0.664 0.249 0.257
```

Values from the calculation:
* LUMO energy: -10.43 eV
* molecular weight: 125.17 u
* multiplicity: 1
* energy relative to the best compared isomer or geometry (same formula, charge and spin): 105.1 kcal per mole
* net charge: +2

---

Record 13
Molecular formula: C6H11N3O
Method: DFT, the ωB97M-V functional and the def2-TZVPD basis

Geometry as XYZ:
```
21
Properties=species:S:1:pos:R:3:nbo_charge:R:1
O 0.587 2.823 -0.468 -0.646
N -1.378 -1.135 0.588 -0.464
N 1.528 1.004 0.042 -0.805
N -2.270 -0.692 -1.477 -0.499
C -0.886 -2.085 -0.309 0.111
C 1.158 2.276 0.498 0.658
C -1.505 -1.826 -1.604 -0.149
C -2.198 -0.329 -0.163 0.149
C 0.209 -3.024 0.041 -0.648
C 1.547 3.192 1.643 -0.683
H 0.032 -3.992 -0.356 0.223
H 0.658 3.546 2.046 0.244
H -1.369 -2.513 -2.388 0.212
H 2.225 3.989 1.270 0.249
H 1.245 0.866 -0.846 0.396
H 2.140 2.631 2.362 0.210
H 2.353 0.522 0.369 0.376
H -3.012 -0.493 -1.986 0.400
H -2.594 0.724 0.041 0.206
H 0.377 -2.938 1.165 0.242
H 1.154 -2.546 -0.466 0.216
```

Values from the calculation:
* LUMO energy: 0.86 eV
* molecular weight: 141.17 u
* multiplicity: 1
* energy relative to the best compared isomer or geometry (same formula, charge and spin): 56.8 kcal per mole

---

Number 1: total energy -7881.7365 eV. Number 2: total energy -11418.7516 eV. Number 3: total energy -13473.1818 eV. Number 4: total energy -13466.2859 eV. Number 5: total energy -24811.2909 eV. Number 6: total energy -22249.6325 eV. Number 7: total energy -20206.4798 eV. Number 8: total energy -20207.6161 eV. Number 9: total energy -20202.3324 eV. Number 10: total energy -10862.1971 eV. Number 11: total energy -10868.6487 eV. Number 12: total energy -10848.3933 eV. Number 13: total energy -12916.5803 eV.